(1)
DFT (wB97M-V/def2-TZVPD) results for 5 unconnected molecules or ions with the total composition C9H26Cl2O8.

Energy relative to the best compared isomer or geometry (same formula, charge and spin)   0.00 kcal per mole
Max |F|   1.42 eV Å⁻¹
HOMO   -9.92 eV
Orbital gap   10.06 eV
2S+1   1
SMILES string   ClCCl.OCCO.OCCO.OCCO.OCCO

```
45
Properties=species:S:1:pos:R:3:nbo_charge:R:1
C -1.26 -1.05 -0.77 -0.106
C -1.22 -1.45 -2.22 -0.092
O 0.10 -1.93 -2.52 -0.745
O -0.49 0.14 -0.50 -0.764
H -0.84 -1.85 -0.16 0.195
H -2.30 -0.92 -0.47 0.203
H -1.53 -0.65 -2.91 0.168
H -1.95 -2.24 -2.42 0.175
H 0.04 -2.64 -3.16 0.478
H 0.40 -0.20 -0.65 0.494
C -3.57 1.81 0.18 -0.099
C -4.19 1.98 -1.18 -0.095
O -3.85 0.97 -2.12 -0.727
O -2.23 2.28 0.20 -0.757
H -3.57 0.73 0.37 0.170
H -4.11 2.28 0.99 0.186
H -3.92 2.96 -1.58 0.171
H -5.28 2.02 -1.12 0.174
H -3.12 1.32 -2.63 0.469
H -1.61 1.56 -0.02 0.497
C 1.78 2.52 -1.33 -0.101
C 2.02 2.11 0.12 -0.091
O 2.60 0.81 0.21 -0.757
O 3.00 2.55 -2.08 -0.711
H 1.40 3.54 -1.39 0.196
H 1.04 1.87 -1.79 0.176
H 1.08 1.98 0.68 0.199
H 2.64 2.84 0.65 0.176
H 3.37 0.73 -0.37 0.472
H 3.29 1.64 -2.22 0.455
C 2.51 -2.25 2.30 -0.094
C 3.19 -3.32 1.47 -0.095
O 4.08 -2.66 0.53 -0.734
O 1.58 -1.51 1.52 -0.761
H 3.23 -1.59 2.80 0.175
H 1.93 -2.66 3.14 0.177
H 2.48 -3.94 0.93 0.178
H 3.87 -3.91 2.09 0.182
H 3.59 -2.53 -0.28 0.466
H 2.09 -0.85 1.03 0.497
C -1.11 -0.04 2.84 -0.374
Cl -1.59 0.76 4.34 -0.033
Cl -2.32 -1.33 2.46 -0.065
H -1.09 0.65 2.01 0.231
H -0.16 -0.52 3.01 0.240
```

=====

(2)
DFT (wB97M-V/def2-TZVPD) results for a molecular structure, C12H24F6IO2P2Sm.

Energy relative to the best compared isomer or geometry (same formula, charge and spin)   19.44 kcal per mole
<S²>   8.77
Max |F|   4.46 eV Å⁻¹
HOMO (spin up / spin down)   -15.51 / -15.51 eV
Orbital gap (spin up / spin down)   7.45 / 8.44 eV
2S+1   6
Charge   +2

```
48
Properties=species:S:1:pos:R:3:lowdin_spin:R:1
C 4.38 -3.43 -2.98 0.000
I 3.03 -1.95 -2.17 0.000
H 4.43 -4.26 -2.28 0.000
H 5.37 -2.99 -3.12 0.000
H 4.00 -3.77 -3.95 0.000
Sm -0.02 -0.73 0.64 5.102
P 2.24 0.27 1.50 -0.025
C 3.12 1.64 0.81 -0.003
C 1.48 0.80 3.10 -0.004
H 2.31 1.07 3.77 -0.001
H 4.10 -0.76 2.60 -0.001
H 0.90 -0.01 3.57 0.000
H 2.79 -1.96 2.31 0.000
H 2.44 2.47 0.62 0.000
H 0.80 1.66 3.00 0.000
C 3.34 -1.11 1.88 -0.005
H 3.92 1.95 1.51 -0.001
H 3.80 -1.47 0.94 0.000
H 3.55 1.33 -0.15 0.000
P -1.64 -1.65 -1.23 -0.020
C -2.01 -0.91 -2.81 -0.002
C -1.35 -3.43 -1.43 -0.003
H -2.99 -1.95 0.82 0.000
H -3.98 -2.05 -0.67 -0.001
H -3.47 -0.48 0.01 0.000
C -3.15 -1.51 -0.18 -0.003
H -1.13 -3.90 -0.46 0.000
H -2.24 -3.89 -1.87 -0.001
H -2.87 -1.41 -3.28 -0.001
H -1.12 -0.98 -3.45 0.000
H -0.46 -3.57 -2.06 0.000
H -2.23 0.16 -2.70 0.000
C 0.67 0.75 -1.41 -0.004
O 0.92 1.48 -2.26 0.002
C -2.27 2.18 -0.62 0.000
C -1.88 2.07 0.82 -0.001
O -1.21 0.90 1.07 -0.027
C -0.93 3.26 1.20 -0.001
F -1.48 4.45 0.88 0.000
F -0.59 3.28 2.51 0.000
F 0.25 3.15 0.49 0.000
C -3.13 2.15 1.77 0.000
F -3.79 3.32 1.54 0.000
F -4.00 1.13 1.50 0.000
F -2.83 2.07 3.07 0.000
H -1.38 2.10 -1.23 0.000
H -2.75 3.17 -0.74 0.000
H -2.95 1.37 -0.86 0.000
```

=====

(3)
DFT (wB97M-V/def2-TZVPD) results for a molecular structure, C21H27BeBrClIN3O4Si2.

Energy relative to the best compared isomer or geometry (same formula, charge and spin)   2.32 kcal per mole
Max |F|   0.20 eV Å⁻¹
HOMO   -5.04 eV
Orbital gap   7.39 eV
2S+1   1
Charge   -1

```
61
Properties=species:S:1:pos:R:3:nbo_charge:R:1
Be 0.04 0.38 -0.15 1.661
Cl 1.78 5.17 4.01 -0.038
C 0.92 4.02 3.02 -0.105
C -0.45 4.01 3.01 -0.211
C -1.18 3.10 2.23 -0.251
I -3.26 3.11 2.27 0.146
C -0.54 2.17 1.42 0.343
O -1.09 1.28 0.67 -0.856
C 0.89 2.20 1.45 0.096
N 1.45 1.24 0.67 -0.544
C 2.76 1.12 0.64 0.080
C 3.59 1.96 1.40 -0.268
C 3.05 2.94 2.18 -0.144
C 1.64 3.08 2.24 -0.035
H -0.98 4.73 3.62 0.231
H 3.15 0.35 -0.01 0.229
H 4.67 1.83 1.34 0.218
H 3.67 3.59 2.77 0.223
Br -1.57 4.57 -1.29 0.025
C -2.36 3.07 -2.17 0.171
C -1.83 2.66 -3.38 -0.246
C -2.37 1.52 -3.94 -0.157
C -3.40 0.86 -3.27 -0.270
C -3.85 1.39 -2.08 0.037
N -3.34 2.49 -1.53 -0.434
H -0.99 3.17 -3.82 0.245
H -1.97 1.12 -4.86 0.220
H -3.83 -0.05 -3.67 0.215
H -4.65 0.91 -1.52 0.190
C 1.92 -2.94 -1.63 -1.127
Si 0.11 -2.52 -1.30 1.722
C -0.63 -1.89 -2.91 -1.119
C -0.75 -4.20 -1.04 -1.122
C -0.19 -1.37 0.11 -1.907
Si 0.25 -1.99 1.79 1.716
C -1.12 -3.11 2.46 -1.120
C 0.44 -0.68 3.13 -1.118
C 1.85 -3.00 1.85 -1.124
H 2.02 -3.39 -2.63 0.223
H 2.32 -3.65 -0.90 0.222
H 2.53 -2.04 -1.62 0.246
H -0.77 -2.72 -3.61 0.217
H 0.00 -1.15 -3.41 0.233
H -1.61 -1.43 -2.74 0.230
H -0.57 -4.86 -1.89 0.218
H -1.83 -4.07 -0.93 0.223
H -0.38 -4.70 -0.14 0.219
H -1.30 -1.35 0.17 0.266
H -2.05 -2.55 2.54 0.229
H -0.87 -3.49 3.46 0.217
H -1.30 -3.97 1.81 0.226
H -0.45 -0.05 3.20 0.237
H 1.30 -0.03 2.99 0.220
H 0.57 -1.18 4.09 0.221
H 1.72 -3.97 1.37 0.225
H 2.15 -3.16 2.88 0.223
H 2.67 -2.49 1.33 0.229
O 1.98 0.30 -2.08 -0.489
N 1.03 0.99 -2.45 0.734
O 1.00 1.57 -3.52 -0.460
O 0.02 1.12 -1.66 -0.680
```

=====

(4)
DFT (wB97M-V/def2-TZVPD) results for a molecular structure, C29H29BrN9O2SSiTa.

Energy relative to the best compared isomer or geometry (same formula, charge and spin)   61.95 kcal per mole
Max |F|   1.20 eV Å⁻¹
HOMO   -13.28 eV
Orbital gap   5.74 eV
2S+1   1
Charge   +2

```
73
Properties=species:S:1:pos:R:3:lowdin_charge:R:1
Ta -0.48 0.11 -0.24 1.589
S -0.42 -0.50 2.19 0.685
C -0.01 -2.16 1.90 -0.768
N 0.35 -3.05 2.90 0.148
N 0.36 -2.62 4.07 0.076
C 0.67 -3.42 5.20 -0.204
C 0.69 -2.79 6.43 0.001
C 0.99 -3.53 7.56 -0.041
C 1.26 -4.88 7.44 -0.026
C 1.24 -5.51 6.19 -0.035
C 0.94 -4.78 5.05 0.007
N -0.08 -2.73 0.74 0.051
N -0.49 -1.94 -0.25 -0.237
C -0.91 -2.62 -1.43 -0.298
C -1.91 -2.01 -2.17 -0.069
C -2.36 -2.60 -3.35 -0.056
C -1.83 -3.82 -3.74 -0.047
C -0.86 -4.44 -2.97 -0.044
C -0.38 -3.85 -1.81 -0.023
H 0.14 -1.64 4.25 0.113
H 0.46 -1.73 6.51 0.124
H 1.00 -3.05 8.53 0.122
H 1.49 -5.46 8.32 0.123
H 1.45 -6.56 6.11 0.123
H 0.91 -5.25 4.08 0.120
H -2.41 -1.11 -1.81 0.100
H -3.13 -2.12 -3.93 0.120
H -2.20 -4.30 -4.64 0.119
H -0.47 -5.41 -3.27 0.118
H 0.38 -4.33 -1.21 0.114
C 2.03 -0.99 -2.95 -0.190
Si 0.72 0.33 -2.72 0.593
C 1.37 2.09 -2.75 -0.192
C -0.57 0.19 -4.07 -0.311
C -0.31 -0.62 -5.18 -0.095
C -1.20 -0.69 -6.24 -0.065
C -2.38 0.02 -6.21 -0.063
C -2.66 0.83 -5.11 -0.068
C -1.76 0.92 -4.06 -0.118
H 2.75 -0.68 -3.71 0.052
H 1.57 -1.92 -3.28 0.029
H 2.59 -1.22 -2.05 -0.001
H 2.05 2.16 -3.61 0.050
H 1.91 2.43 -1.86 0.003
H 0.54 2.77 -2.94 0.037
H 0.61 -1.19 -5.25 0.097
H -0.96 -1.31 -7.10 0.114
H -3.08 -0.04 -7.03 0.114
H -3.58 1.41 -5.08 0.110
H -2.00 1.57 -3.23 0.074
N 4.65 1.84 0.48 0.172
N 3.61 0.94 0.48 -0.243
N 3.80 -0.35 0.64 0.180
C 2.58 -0.82 0.44 -0.190
N 1.72 0.17 0.17 -0.186
N 2.40 1.30 0.20 0.112
H 5.45 1.41 0.93 0.121
H 4.37 2.70 0.93 0.121
H 2.33 -1.87 0.48 0.120
Br -5.19 5.36 -2.35 0.826
C -3.68 5.10 -1.27 -0.664
C -3.15 6.16 -0.54 -0.062
C -2.03 5.99 0.27 -0.027
C -1.43 4.75 0.35 0.021
C -1.96 3.69 -0.38 -0.137
C -3.09 3.85 -1.19 -0.034
C -1.33 2.40 -0.32 -0.494
O -1.81 1.38 -1.01 -0.182
O -0.28 2.12 0.35 -0.119
H -3.62 7.13 -0.60 0.120
H -1.64 6.83 0.82 0.124
H -0.55 4.60 0.97 0.129
H -3.49 3.02 -1.75 0.117
```

=====

(5)
DFT (wB97M-V/def2-TZVPD) results for a molecular structure, C3H4HgO3.

Energy relative to the best compared isomer or geometry (same formula, charge and spin)   44.34 kcal per mole
<S²>   0.76
Max |F|   5.78 eV Å⁻¹
HOMO (spin up / spin down)   -2.63 / -4.21 eV
Orbital gap (spin up / spin down)   6.79 / 7.24 eV
2S+1   2
Charge   -1

```
11
Properties=species:S:1:pos:R:3:lowdin_spin:R:1
O -0.78 0.26 -1.07 0.098
C -1.67 0.93 -0.30 0.028
C 0.36 -1.04 -0.14 0.073
O -2.82 0.50 -0.13 0.018
O -1.15 1.91 0.36 0.113
C 1.43 -0.38 0.52 0.083
H -0.46 -1.42 0.48 0.001
H 0.62 -1.62 -1.03 0.002
H 1.32 -0.21 1.60 -0.002
H 2.44 -0.61 0.16 0.002
Hg 0.70 1.69 -0.43 0.585
```

=====

(6)
DFT (wB97M-V/def2-TZVPD) results for a molecular structure, C31H36ClF3FeNPSSe2Si.

Energy relative to the best compared isomer or geometry (same formula, charge and spin)   0.00 kcal per mole
<S²>   6.01
Max |F|   0.55 eV Å⁻¹
HOMO (spin up / spin down)   -7.37 / -7.45 eV
Orbital gap (spin up / spin down)   7.77 / 7.83 eV
2S+1   5

```
78
Properties=species:S:1:pos:R:3:lowdin_spin:R:1
Fe -0.29 -0.17 0.23 3.676
C 2.26 -3.12 5.49 0.000
Si 0.57 -2.31 5.46 0.001
C 0.74 -0.54 6.04 0.003
C -0.58 -3.20 6.63 0.000
C -0.09 -2.57 3.71 0.002
C -0.45 -3.88 3.38 -0.003
C -0.88 -4.23 2.11 0.002
C -0.91 -3.24 1.15 0.002
N -0.56 -1.98 1.43 0.039
C -0.20 -1.62 2.67 0.006
S 0.11 0.08 2.82 0.059
H 2.70 -3.09 6.49 0.000
H 2.94 -2.62 4.81 0.000
H 2.20 -4.17 5.19 0.000
H 1.07 -0.56 7.09 0.000
H -0.20 0.00 5.98 0.001
H 1.48 0.00 5.45 0.001
H -0.23 -3.10 7.66 0.000
H -0.65 -4.27 6.42 0.000
H -1.59 -2.78 6.58 0.000
H -0.39 -4.65 4.14 0.000
H -1.17 -5.24 1.87 0.000
H -1.22 -3.44 0.13 0.000
C -3.39 0.52 2.72 0.005
Se -3.04 0.62 0.82 0.039
C -2.74 2.54 0.72 0.001
C -1.43 3.01 1.32 0.001
Se 0.15 2.44 0.33 0.031
C -0.29 3.30 -1.36 0.007
H -4.28 1.11 2.96 0.001
H -2.52 0.84 3.29 0.000
H -3.58 -0.53 2.94 0.000
H -3.58 3.03 1.23 0.001
H -2.81 2.79 -0.34 0.000
H -1.28 2.63 2.33 0.000
H -1.39 4.10 1.35 0.001
H -0.62 4.32 -1.16 0.001
H -1.06 2.73 -1.88 0.000
H 0.62 3.32 -1.95 0.000
Cl 1.48 0.57 -2.93 0.004
C 2.92 1.19 -2.19 0.001
C 3.62 2.18 -2.86 0.000
C 4.80 2.67 -2.33 0.001
C 5.28 2.14 -1.14 0.000
C 4.57 1.15 -0.48 0.002
C 3.37 0.65 -0.98 0.002
P 2.37 -0.59 -0.05 0.020
C 2.63 -2.15 -0.95 0.001
C 3.31 -2.25 -2.16 0.001
C 3.42 -3.48 -2.80 0.000
C 2.84 -4.61 -2.25 0.001
C 2.17 -4.52 -1.04 0.000
C 2.05 -3.30 -0.40 0.001
C 3.45 -0.80 1.41 0.003
C 4.33 -1.87 1.56 0.001
C 5.20 -1.92 2.65 0.000
C 5.22 -0.89 3.57 0.001
C 4.36 0.19 3.42 0.000
C 3.48 0.24 2.35 0.001
H 3.24 2.55 -3.80 0.000
H 5.35 3.44 -2.85 0.000
H 6.21 2.51 -0.72 0.000
H 4.96 0.76 0.45 0.000
H 3.78 -1.38 -2.60 0.000
H 3.95 -3.54 -3.74 0.000
H 2.92 -5.56 -2.76 0.000
H 1.72 -5.40 -0.60 0.000
H 1.53 -3.23 0.54 0.000
H 4.33 -2.67 0.84 0.000
H 5.86 -2.77 2.76 0.000
H 5.90 -0.93 4.41 0.000
H 4.37 1.00 4.14 0.000
H 2.82 1.08 2.23 0.000
F -1.85 0.17 -2.26 0.013
C -1.31 -0.88 -1.53 0.046
F -2.40 -1.67 -1.25 0.008
F -0.64 -1.62 -2.47 0.011
```

=====

Record order is preserved below.
Energy: -51177.68926 -77801.47243 -141703.44872 -138341.40210 -13491.24112 -247980.37084 eV